1.
{
  "formula": "C4H6LiO2Pt",
  "method": "ωB97M-V/def2-TZVPD",
  "species": ["O", "C", "C", "Pt", "Li", "H", "H", "C", "C", "O", "H", "H", "H", "H"],
  "coordinates": [[-1.02508, 1.11071, -1.28924], [-0.72827, -0.17946, -1.47731], [0.62117, -0.45432, -1.78586], [-1.69633, 0.19217, 0.83818], [0.76553, 2.20468, 0.15061], [1.25832, 0.36256, -2.17551], [0.88760, -1.45482, -2.14115], [1.05684, 0.39514, 1.58556], [1.54613, -0.31516, 0.47248], [-0.18712, 0.04568, 2.14907], [1.75788, 0.65687, 2.38436], [1.79019, -1.06835, -0.27469], [2.47724, -0.71102, 0.92821], [-0.14839, -0.82142, 2.57385]],
  "forces_ev_per_angstrom": [[0.515, -2.937, -0.609], [-0.237, 4.140, 1.973], [-0.879, -0.265, -2.157], [-0.082, 0.005, -2.151], [-0.412, -1.173, 0.019], [-0.351, -0.409, 0.512], [0.005, 0.259, 0.451], [-0.064, 0.963, -1.109], [3.801, -0.971, 1.674], [-1.211, -0.072, 2.021], [-0.143, -0.353, -0.206], [-2.203, 0.182, -0.410], [1.132, 0.855, 0.042], [0.128, -0.223, -0.051]],
  "total_energy_ha": -432.9153,
  "multiplicity": 4,
  "homo_lumo_gap_ev": [5.21, 5.61],
  "lumo_energy_ev": [-0.5, -1.1]
}

2.
{
  "formula": "C12H5NiO9",
  "method": "ωB97M-V/def2-TZVPD",
  "species": ["Ni", "C", "C", "C", "O", "C", "C", "C", "O", "O", "O", "H", "H", "C", "C", "C", "O", "C", "C", "C", "O", "O", "O", "H", "H", "O", "H"],
  "coordinates": [[8.11226, 0.67947, 19.42978], [9.86820, -0.67645, 23.09779], [9.45542, -0.39413, 21.68872], [8.51522, -1.53375, 21.03469], [8.02674, -1.22446, 19.96102], [8.32457, -2.77556, 21.70897], [8.80007, -2.92381, 22.94647], [9.53513, -1.79758, 23.73588], [9.70492, -1.89609, 25.01913], [8.63945, -4.11994, 23.40774], [9.59776, 0.63022, 21.07248], [10.42627, 0.09863, 23.60198], [7.78546, -3.60605, 21.27762], [7.83855, 1.83189, 15.47441], [8.14672, 1.52320, 16.80973], [8.82959, 2.72013, 17.73418], [8.93396, 2.47628, 18.85761], [9.06256, 3.97413, 17.10588], [8.81308, 4.15229, 15.76198], [8.21869, 2.99802, 14.91633], [7.81244, 3.05743, 13.70000], [9.22801, 5.22898, 15.20144], [8.01244, 0.41814, 17.41970], [7.16158, 1.06932, 15.11858], [9.60253, 4.73570, 17.64889], [6.50511, 1.34782, 20.18600], [5.76599, 1.98670, 20.19380]],
  "forces_ev_per_angstrom": [[0.060, 0.345, 0.579], [0.529, 3.557, -5.235], [-1.010, -4.562, 4.904], [1.643, -1.273, 3.589], [-1.342, 1.144, -3.384], [-0.677, 3.492, -4.408], [1.030, -4.328, 4.179], [-1.024, -2.661, 4.702], [-0.368, -0.514, -2.993], [0.824, 2.697, 0.423], [-0.199, 2.500, -2.509], [-0.046, 0.076, 0.124], [-0.116, 0.203, -0.214], [-0.256, -4.174, 5.602], [1.442, 2.209, -0.591], [-2.101, 2.064, -9.051], [0.933, -2.507, 8.280], [-0.115, -2.085, 1.382], [2.275, 2.651, -2.527], [-2.331, 1.762, -4.375], [1.775, 1.733, 1.787], [-1.462, -2.164, 0.362], [-0.455, 0.040, 0.931], [0.201, 0.227, -1.226], [-0.159, 0.129, 0.062], [-0.143, -0.174, -0.189], [1.093, -0.387, -0.203]],
  "total_energy_ha": -2645.6772,
  "multiplicity": 4,
  "homo_lumo_gap_ev": [7.52, 3.49],
  "lumo_energy_ev": [5.1, 1.2],
  "charge": -2
}

3.
{
  "formula": "C3H6N2O3",
  "method": "ωB97M-V/def2-TZVPD",
  "species": ["C", "C", "C", "H", "H", "H", "H", "H", "H", "N", "N", "O", "O", "O"],
  "coordinates": [[-0.48599, 0.98975, -0.93087], [-0.93355, -0.29589, -0.36868], [1.87452, -0.54205, 0.93922], [-2.12643, 0.89923, -2.02819], [0.27916, 0.71009, -1.82312], [-0.20766, 1.67783, 0.00285], [-0.50352, -1.85569, 0.86868], [0.45289, 0.22549, 2.42643], [2.79847, 0.15266, 1.08635], [-0.43950, -0.79766, 0.75358], [0.65517, 0.06219, 1.29322], [-1.64698, 1.55062, -1.56830], [-1.67675, -1.13175, -0.80970], [1.96017, -1.64482, 0.15852]],
  "forces_ev_per_angstrom": [[-0.552, 1.238, -1.119], [0.049, -2.898, 0.641], [1.622, -3.786, -4.387], [-0.774, -1.686, -0.798], [-0.927, 0.966, 2.599], [-0.080, -1.226, -2.844], [0.622, 2.161, -0.074], [1.140, -0.388, -3.923], [-1.408, -1.516, 0.232], [2.843, 1.699, 3.677], [-1.132, -3.331, 3.288], [1.615, 2.061, 1.295], [-2.531, 0.176, -3.398], [-0.488, 6.530, 4.809]],
  "total_energy_ha": -453.0202,
  "relative_energy_kcal_mol": 113.47,
  "homo_lumo_gap_ev": 10.23,
  "lumo_energy_ev": 0.1,
  "smiles": "O=CNNC(=O)CO"
}

4.
{
  "formula": "C3H5NO2S",
  "method": "ωB97M-V/def2-TZVPD",
  "species": ["C", "C", "C", "H", "H", "H", "H", "H", "N", "O", "O", "S"],
  "coordinates": [[3.22959, 0.58618, -0.44988], [0.19699, -0.67495, 0.65212], [-1.89288, 0.55430, 0.36474], [4.37158, 0.61077, -0.42544], [2.66704, 1.46492, -1.14974], [-0.02906, -0.30658, 1.59692], [0.66381, -1.66231, 0.63732], [-1.07051, 0.74151, 1.20247], [2.46421, -0.07293, 0.37994], [1.05266, 0.19220, 0.04773], [-2.81903, 1.13339, -0.08769], [-1.18272, -0.85848, -0.47520]],
  "forces_ev_per_angstrom": [[-2.379, 2.225, 0.017], [1.434, -3.379, -2.179], [1.373, -0.077, -0.707], [-1.930, -0.532, 0.348], [1.656, -2.730, 1.632], [-0.752, -0.142, 1.999], [0.019, -0.061, 0.747], [-2.695, 0.983, -0.833], [0.690, 0.856, -2.157], [3.215, 2.005, -1.039], [-0.466, 0.704, 1.016], [-0.165, 0.149, 1.155]],
  "total_energy_ha": -720.5870,
  "relative_energy_kcal_mol": 100.08,
  "homo_lumo_gap_ev": 10.52,
  "lumo_energy_ev": 0.7,
  "smiles": "C=NOCSC=O"
}